(1)
Formula: C2H4BrNO2
Source: OMol25
Level of theory: ωB97M-V/def2-TZVPD

XYZ file:
```
10
Properties=species:S:1:pos:R:3:forces:R:3
Br 1.975958 1.054712 0.968890 -2.592 -0.654 -1.381
O 0.002869 -1.767981 -0.994603 -2.147 -0.985 0.253
O 1.927232 -0.933852 -1.171169 1.577 0.510 -0.093
N 0.809898 -0.921968 -0.715943 0.190 1.397 -0.131
C 0.363583 0.246651 0.031634 1.945 -2.831 4.034
C -1.022622 0.218139 0.690980 1.195 -0.281 -5.874
H -1.739872 -0.079348 -0.188324 1.023 0.898 1.730
H 0.014966 1.461630 -1.183810 -0.395 1.719 -1.475
H -1.141848 1.138924 1.104104 -0.907 2.999 0.661
H -1.190163 -0.416907 1.458241 0.111 -2.772 2.275
```
Positions in Å, forces in eV/Å.

Kohn-Sham gap (alpha / beta) (eV): 7.60 / 6.80
Total energy (eV): -77757.23109
Energy relative to the best compared isomer or geometry (same formula, charge and spin) (kJ/mol): 295.3
Multiplicity: 3

natural (NBO) population analysis, charges in e, atoms 1 to 6: 0.16, -0.39, -0.38, 0.40, 0.14, -0.70


(2)
Formula: C2H4BrOP
Source: OMol25
Level of theory: ωB97M-V/def2-TZVPD

XYZ file:
```
9
Properties=species:S:1:pos:R:3:forces:R:3
Br -0.076489 -2.079299 -0.677273 0.351 -0.623 -0.284
P -1.251131 -0.477900 0.254483 -0.396 0.583 -0.097
O 4.284325 -0.065280 3.089734 -0.281 -0.163 -0.202
C -1.518914 0.575651 -1.247646 0.054 -0.286 0.168
C 3.444553 -0.527771 2.496434 0.273 0.166 0.200
H -2.202510 0.064612 -1.925492 -0.002 0.012 0.045
H -0.583365 0.775716 -1.763882 -0.008 0.034 -0.026
H -1.977064 1.509273 -0.931393 -0.059 0.143 0.039
H -0.119404 0.224999 0.705036 0.067 0.134 0.156
```
Positions in Å, forces in eV/Å.

Kohn-Sham gap (eV): 10.04
Total energy (eV): -83517.55599
Energy relative to the best compared isomer or geometry (same formula, charge and spin) (kJ/mol): 0.0

natural (NBO) population analysis, charges in e, atoms 1 to 6: -0.24, 0.52, -0.50, -0.93, 0.50, 0.24


(3)
Formula: C2H4Cl2N2
Source: OMol25
Level of theory: ωB97M-V/def2-TZVPD

XYZ file:
```
10
Properties=species:S:1:pos:R:3:forces:R:3
Cl -1.480580 -1.176252 -1.072288 -0.176 0.227 0.624
Cl 1.332673 1.474381 0.714260 0.312 0.302 0.428
N 1.401144 -0.501466 -1.262552 -2.952 2.635 1.811
N -1.544320 0.472726 1.091349 0.074 -0.983 -0.154
C 0.574827 0.226434 -0.174514 0.225 -2.244 -2.102
C -0.723589 -0.083453 0.062754 0.021 0.156 -0.173
H -2.476971 0.027468 1.311358 1.839 0.440 -0.811
H 1.918236 0.220970 -1.746048 0.334 -0.295 0.049
H -0.968177 0.543418 1.930728 -0.460 0.200 -0.126
H 1.966757 -1.204227 -0.855047 0.784 -0.439 0.453
```
Positions in Å, forces in eV/Å.

Kohn-Sham gap (eV): 9.20
SMILES: N/C(Cl)=C(/N)Cl
Total energy (eV): -30163.11342
Energy relative to the best compared isomer or geometry (same formula, charge and spin) (kJ/mol): 56.4

natural (NBO) population analysis, charges in e, atoms 1 to 6: 0.01, 0.00, -0.82, -0.83, -0.03, 0.12


(4)
Formula: C2H4Cl2N2
Source: OMol25
Level of theory: ωB97M-V/def2-TZVPD

XYZ file:
```
10
Properties=species:S:1:pos:R:3:forces:R:3
Cl 2.022057 -1.473066 0.134847 -0.561 0.310 0.120
Cl 1.837155 1.467994 -0.213806 -0.641 -1.123 -0.105
N -0.598084 0.228017 1.228571 -0.560 0.603 0.219
N -1.226063 -0.450125 -1.036987 1.951 0.023 0.213
C 0.987850 -0.178345 -0.503033 1.250 0.670 -2.971
C -0.453555 -0.128501 -0.074453 0.800 -0.417 -0.741
H -1.527559 0.602240 1.410121 0.538 -0.018 0.494
H -2.181037 -0.531477 -0.868302 -2.064 0.124 0.749
H 0.216952 0.768554 1.576172 -1.169 -0.445 -0.115
H 0.922288 -0.305294 -1.653130 0.456 0.273 2.136
```
Positions in Å, forces in eV/Å.

Kohn-Sham gap (eV): 10.89
SMILES: [H]/N=C(\N)C(Cl)Cl
Total energy (eV): -30163.61070
Energy relative to the best compared isomer or geometry (same formula, charge and spin) (kJ/mol): 8.5

natural (NBO) population analysis, charges in e, atoms 1 to 6: 0.01, -0.09, -0.81, -0.68, -0.24, 0.39


(5)
Formula: C2H4Cl2N2
Source: OMol25
Level of theory: ωB97M-V/def2-TZVPD

XYZ file:
```
10
Properties=species:S:1:pos:R:3:forces:R:3
Cl 2.701455 0.571407 0.133352 -0.751 -0.055 -0.142
Cl -1.727839 1.626941 0.180306 -0.038 0.076 -0.070
N 0.372487 -1.230087 0.993453 -0.432 -0.511 0.505
N 1.152371 0.418398 -0.607361 -1.913 -1.021 0.664
C 0.094642 -0.349952 0.154133 3.004 1.033 -0.776
C -1.313366 -0.066948 -0.218701 -0.344 0.094 -0.154
H -1.495410 -0.209675 -1.283693 0.010 0.022 0.082
H 0.807723 1.321265 -0.919624 0.264 0.038 0.273
H 1.361328 -1.362584 1.190375 0.046 0.210 -0.194
H -1.953394 -0.718765 0.377763 0.154 0.115 -0.189
```
Positions in Å, forces in eV/Å.

Kohn-Sham gap (eV): 10.38
SMILES: [H]/N=C(/CCl)NCl
Total energy (eV): -30162.75259
Energy relative to the best compared isomer or geometry (same formula, charge and spin) (kJ/mol): 91.3

natural (NBO) population analysis, charges in e, atoms 1 to 6: 0.12, -0.05, -0.64, -0.65, 0.40, -0.43


(6)
Formula: C2H4Cl2NO2
Source: OMol25
Level of theory: ωB97M-V/def2-TZVPD

XYZ file:
```
11
Properties=species:S:1:pos:R:3:forces:R:3
Cl -0.335066 2.082400 -0.891840 0.155 0.027 0.020
Cl 1.387200 1.728539 2.388854 0.041 0.192 -0.065
O -1.509840 -1.705702 -0.743052 2.055 1.887 0.628
O 1.511112 -0.406874 0.170138 0.129 -0.650 -0.931
N -0.726618 -0.683064 -0.490440 -3.695 3.870 -4.044
C -1.035874 0.614400 -1.300477 1.752 -4.535 4.527
C 0.233624 -0.689932 0.602780 0.796 -3.157 -1.740
H 0.013552 -0.046697 1.366577 -1.180 1.630 2.114
H 1.680782 0.529279 0.337352 0.089 0.316 0.754
H 0.094491 -1.772362 0.813127 0.723 0.589 0.766
H -1.313362 0.350012 -2.253019 -0.865 -0.169 -2.029
```
Positions in Å, forces in eV/Å.

Kohn-Sham gap (alpha / beta) (eV): 7.56 / 7.92
Charge: -1
Total energy (eV): -32767.20306
Energy relative to the best compared isomer or geometry (same formula, charge and spin) (kJ/mol): 0.0

natural (NBO) population analysis, charges in e, atoms 1 to 6: 0.07, -0.96, -0.46, -0.72, 0.06, -0.13


(7)
Formula: C2H4Cl2OS
Source: OMol25
Level of theory: ωB97M-V/def2-TZVPD

XYZ file:
```
10
Properties=species:S:1:pos:R:3:forces:R:3
Cl 0.130608 -1.091179 0.646456 0.252 -1.876 0.673
Cl -2.094166 -3.522527 0.718339 -0.234 -0.124 0.928
S -1.705621 -3.690359 2.760646 -0.611 -0.465 -1.511
O -0.081873 -3.869041 2.663624 0.497 2.666 2.290
C 0.267358 1.217685 -0.486173 -2.526 1.437 1.239
C -0.404123 0.459974 0.361671 1.780 0.785 -1.153
H -0.194387 2.207907 -0.495315 0.770 0.062 -0.685
H 1.084290 0.918845 -1.055655 1.178 -0.332 -0.887
H -1.157525 0.875047 0.952871 -1.279 0.103 0.847
H 0.177645 -3.008789 3.181297 0.174 -2.256 -1.741
```
Positions in Å, forces in eV/Å.

Kohn-Sham gap (eV): 9.01
SMILES: C=CCl.OSCl
Total energy (eV): -40064.41659
Energy relative to the best compared isomer or geometry (same formula, charge and spin) (kJ/mol): 103.8

natural (NBO) population analysis, charges in e, atoms 1 to 6: 0.01, -0.20, 0.53, -0.82, -0.40, -0.24


(8)
Formula: C2H4Cl3N2
Source: OMol25
Level of theory: ωB97M-V/def2-TZVPD

XYZ file:
```
11
Properties=species:S:1:pos:R:3:forces:R:3
Cl -2.599647 -1.208601 0.841460 -0.183 0.622 0.516
Cl -2.839181 1.553667 -0.167032 -0.006 -0.599 0.026
Cl 0.667995 -1.933477 -0.154434 -0.088 1.623 0.000
N 2.338004 -0.008614 0.200044 -1.705 0.302 -0.608
N -0.022235 0.628414 0.247090 -0.614 -1.210 -1.393
C -2.234466 0.003899 -0.229091 1.363 -1.116 -0.912
C 0.998380 -0.128023 0.036292 0.089 -0.904 1.451
H -0.056781 1.629958 0.081497 0.725 -0.064 0.329
H -1.919740 -0.511673 -1.178214 -0.122 1.489 0.663
H 2.801145 -0.870332 0.026251 0.852 -0.270 -0.080
H 2.866531 0.844780 0.296137 -0.311 0.128 0.009
```
Positions in Å, forces in eV/Å.

Kohn-Sham gap (eV): 8.58
Charge: +1
Total energy (eV): -42677.24452
Energy relative to the best compared isomer or geometry (same formula, charge and spin) (kJ/mol): 175.0

natural (NBO) population analysis, charges in e, atoms 1 to 6: 0.27, 0.26, -0.04, -0.76, -0.72, -0.08


(9)
Formula: C2H4Cl3N3
Source: OMol25
Level of theory: ωB97M-V/def2-TZVPD

XYZ file:
```
12
Properties=species:S:1:pos:R:3:forces:R:3
Cl -2.542154 -1.142025 -0.520232 -1.161 -1.720 -0.830
Cl -1.194309 2.990540 0.404631 1.474 -1.668 -0.092
Cl -0.262950 -2.221247 1.056812 0.478 1.064 -0.024
N -1.952811 0.294237 -0.014542 1.451 1.646 0.438
N 0.267626 -0.628562 0.518822 0.311 -1.392 -1.040
N -0.086932 1.554350 0.331775 0.558 3.524 0.957
C -0.690443 0.352629 0.223285 -2.128 -1.350 1.001
C 1.286897 -0.722781 -0.589883 -2.185 -1.427 1.163
H 1.242297 -1.645597 -1.151917 -0.122 -0.202 0.068
H 1.080120 0.088003 -1.188207 -0.190 1.683 -1.696
H 2.170689 -0.574587 -0.109763 2.910 0.034 0.896
H 0.681972 1.655041 1.039214 -1.398 -0.191 -0.841
```
Positions in Å, forces in eV/Å.

Kohn-Sham gap (eV): 8.79
SMILES: CN(Cl)/C(=N\Cl)NCl
Total energy (eV): -44172.28563
Energy relative to the best compared isomer or geometry (same formula, charge and spin) (kJ/mol): 250.4

natural (NBO) population analysis, charges in e, atoms 1 to 6: 0.14, 0.13, 0.14, -0.53, -0.44, -0.58


(10)
Formula: C2H4ClF
Source: OMol25
Level of theory: ωB97M-V/def2-TZVPD

XYZ file:
```
8
Properties=species:S:1:pos:R:3:forces:R:3
Cl 0.563090 0.806266 1.989201 -0.822 -0.833 -1.466
F 1.331841 -0.476411 -0.744533 2.680 -1.014 -0.504
C -0.332438 0.561828 0.171295 1.710 3.152 3.002
C 0.047538 -0.644929 -0.468849 -2.293 -2.648 0.295
H -0.468192 -0.862754 -1.403472 -0.410 0.483 -0.221
H -0.244423 -1.492998 0.174109 1.010 -0.219 -0.094
H -1.295913 0.856674 0.530506 -0.555 0.028 -0.755
H 0.398499 1.252323 -0.248257 -1.320 1.052 -0.258
```
Positions in Å, forces in eV/Å.

Kohn-Sham gap (eV): 11.22
SMILES: FCCCl
Total energy (eV): -17377.46374
Energy relative to the best compared isomer or geometry (same formula, charge and spin) (kJ/mol): 140.5

natural (NBO) population analysis, charges in e, atoms 1 to 6: -0.24, -0.33, -0.27, -0.02, 0.19, 0.18


(11)
Formula: C2H4ClFN2OS
Source: OMol25
Level of theory: ωB97M-V/def2-TZVPD

XYZ file:
```
12
Properties=species:S:1:pos:R:3:forces:R:3
Cl -2.193872 0.323951 -0.578776 -1.792 2.084 -1.615
S 1.078220 1.944563 0.036708 2.665 -0.845 1.303
F -1.437454 -0.996334 1.298062 0.287 -0.577 -0.766
O 2.517281 -1.405054 -0.368537 2.402 1.469 1.380
N 0.962051 0.298560 0.762807 -2.339 3.206 3.066
N 1.267463 -1.421366 -0.645979 -6.017 -0.131 -0.745
C 0.370071 -0.584794 -0.118554 3.059 -1.855 -0.345
C -1.149735 -0.837613 -0.089254 4.190 -4.524 0.517
H -0.080851 2.200699 -0.431271 -2.125 -0.043 -0.532
H 0.344676 0.372269 1.689744 1.792 -0.093 -2.521
H -1.095345 -1.881549 -0.644670 -1.368 1.940 1.074
H 2.746056 -0.710082 0.332840 -0.753 -0.629 -0.815
```
Positions in Å, forces in eV/Å.

Kohn-Sham gap (eV): 9.89
SMILES: O/N=C(\NS)[C@@H](F)Cl
Total energy (eV): -33237.86078
Energy relative to the best compared isomer or geometry (same formula, charge and spin) (kJ/mol): 162.9

natural (NBO) population analysis, charges in e, atoms 1 to 6: 0.08, 0.15, -0.37, -0.47, -0.79, -0.04


(12)
Formula: C2H4ClFO
Source: OMol25
Level of theory: ωB97M-V/def2-TZVPD

XYZ file:
```
9
Properties=species:S:1:pos:R:3:forces:R:3
Cl -3.372314 -0.628430 -0.206328 -0.456 -0.465 0.277
F -1.740356 1.227971 -0.418328 -0.611 0.474 0.248
O -0.279059 -0.762437 0.628513 -2.899 -0.838 -0.063
C -2.235417 0.375403 0.459517 3.037 -0.032 0.792
C 0.637343 -0.071752 -0.064112 1.424 1.526 0.388
H 0.101725 0.821358 -0.462798 1.038 0.275 0.490
H 1.448449 0.133684 0.718988 -0.517 0.603 -1.426
H -2.159719 0.728955 1.525257 -0.509 -0.676 -1.340
H 1.116788 -0.427788 -1.011913 -0.506 -0.867 0.635
```
Positions in Å, forces in eV/Å.

Kohn-Sham gap (alpha / beta) (eV): 9.18 / 8.15
Total energy (eV): -19421.95211
Energy relative to the best compared isomer or geometry (same formula, charge and spin) (kJ/mol): 380.7

natural (NBO) population analysis, charges in e, atoms 1 to 6: 0.11, -0.30, -0.55, 0.28, -0.28, 0.19